No. 1
ORCA calculation (the ωB97M-V functional and the def2-TZVPD basis) on a molecular structure, C5H4O4S at a distorted geometry.

Summary:
* multiplicity: 1
* LUMO level: -0.061 eV
* gap between HOMO and LUMO: 0.347 Eh
* ΔE to the lowest compared entry with this formula, charge and spin: 30.4 kcal per mole
* net charge: 0

```
14
Properties=species:S:1:pos:R:3:forces:R:3:mulliken_charge:R:1
C -1.405657 -0.853556 0.300863 0.1 0.0 -0.4 -0.138
C -1.965075 0.378427 -0.252321 -1.2 -1.0 -0.1 -0.379
C -0.093897 -0.934723 0.497866 0.6 0.9 0.1 -0.613
C -1.169951 1.434473 -0.382008 -0.7 -2.0 0.5 -0.327
C 0.754179 0.316326 0.359598 -2.7 -3.4 -2.0 1.070
O 1.805680 0.333478 1.137237 1.5 1.2 0.5 -0.467
O 3.494595 -1.204280 -0.091123 0.1 1.0 0.3 -0.472
O 0.084144 1.455110 0.094009 1.4 0.7 0.6 -0.319
O 1.645996 -0.005090 -1.105195 0.4 1.0 1.6 -0.452
S 2.948316 0.133876 -0.196403 -0.1 -1.6 -0.9 0.637
H -1.853731 -1.823169 0.479581 -1.1 0.5 -0.3 0.380
H -2.999439 0.457743 -0.662395 1.0 -0.2 0.5 0.297
H 0.297297 -1.945871 0.709967 0.5 1.2 0.1 0.306
H -1.542456 2.257251 -0.889676 0.1 1.9 -0.5 0.478
```
Positions in Å, forces in eV/Å.

***

No. 2
ORCA calculation (the ωB97M-V functional and the def2-TZVPD basis) on C5H4OS in the gas phase at a distorted geometry.

Summary:
* multiplicity: 1
* LUMO level: -0.611 eV
* gap between HOMO and LUMO: 0.296 Eh
* ΔE to the lowest compared entry with this formula, charge and spin: 72.1 kcal per mole
* net charge: 0

```
11
Properties=species:S:1:pos:R:3:forces:R:3:mulliken_charge:R:1
C -0.885344 1.477900 -0.346878 4.3 0.3 0.0 -0.931
C 0.093344 0.323957 -0.204524 -2.5 0.2 -0.2 -0.027
C -2.069185 1.259439 0.037774 -2.1 0.2 -0.3 0.723
C 1.411743 0.332373 0.255429 3.1 0.7 0.2 0.146
C 0.497692 -0.597623 0.966797 0.7 -2.1 0.4 -0.415
O -3.165863 0.997408 0.261145 -1.1 -0.2 0.7 -0.367
S 2.848212 1.069497 -0.016074 -1.4 -0.9 0.6 -0.293
H -0.419751 2.363667 -0.783265 -0.8 0.0 0.3 0.351
H 0.037852 -0.200575 -1.127448 0.1 -1.1 -0.7 0.343
H 0.400210 -0.431222 2.062279 -0.4 0.5 -1.0 0.263
H 0.505935 -1.759287 0.807695 0.1 2.4 -0.1 0.209
```
Positions in Å, forces in eV/Å.

***

No. 3
ORCA calculation (the ωB97M-V functional and the def2-TZVPD basis) on C5H4OS2 in the gas phase at a distorted geometry.

Summary:
* multiplicity: 1
* LUMO level: -0.768 eV
* gap between HOMO and LUMO: 0.274 Eh
* ΔE to the lowest compared entry with this formula, charge and spin: 4.6 kcal per mole
* net charge: 0

```
12
Properties=species:S:1:pos:R:3:forces:R:3:mulliken_charge:R:1
C 0.429392 0.381948 -1.245023 -0.1 0.3 -0.1 -0.231
C 0.133995 -0.277676 -0.114656 -0.2 0.0 0.2 0.922
C 0.347777 -1.665324 0.299842 -0.5 0.8 0.5 -0.466
C -0.162303 -1.754752 1.533478 0.3 0.1 -0.4 -0.441
C -0.556040 0.378053 1.013496 0.1 0.1 0.1 -0.098
H 1.431792 -1.455146 -2.259822 0.0 -0.2 0.1 0.089
H 0.127988 1.436933 -1.313799 0.2 -0.4 0.0 0.239
H 0.812683 -2.429084 -0.272266 0.2 -0.5 -0.2 0.372
H -0.204434 -2.562550 2.237052 -0.1 -0.2 0.1 0.430
O -0.697633 -0.567129 1.993162 0.1 -0.1 -0.3 -0.337
S 1.213500 -0.207026 -2.669037 -0.1 0.3 0.0 -0.133
S -1.072492 1.905363 1.215331 0.1 -0.2 -0.1 -0.347
```
Positions in Å, forces in eV/Å.

***

No. 4
ORCA calculation (the ωB97M-V functional and the def2-TZVPD basis) on a molecular structure, C5H4OZn at a distorted geometry.

Summary:
* multiplicity: 1
* LUMO level: -0.810 eV
* gap between HOMO and LUMO: 0.241 Eh
* net charge: 0

```
11
Properties=species:S:1:pos:R:3:forces:R:3:mulliken_charge:R:1
C -0.601401 0.853603 -1.118448 -1.7 -2.0 0.6 -0.496
H -1.297963 0.527896 -1.895166 0.1 -0.4 0.4 0.237
H 1.255701 -0.317786 -1.809339 -0.3 0.3 0.0 0.276
H -0.922088 1.810317 -0.696906 0.8 0.0 -0.3 0.235
C 0.848815 0.389210 -1.083559 1.0 2.9 -1.1 -0.565
C -0.028654 -0.081877 -0.041727 -0.9 1.4 0.3 0.773
C -0.166508 -0.661835 1.142198 -0.1 0.2 -0.6 -0.832
C -1.054699 -0.979743 2.049445 -0.3 -0.4 0.0 0.641
O -1.672513 -1.410061 2.939007 0.4 0.4 -0.4 -0.385
Zn 2.347050 -1.580920 1.613441 0.3 -0.1 0.0 -0.108
H 1.292261 1.451196 -1.098947 0.8 -2.3 0.9 0.225
```
Positions in Å, forces in eV/Å.

***

No. 5
ORCA calculation (the ωB97M-V functional and the def2-TZVPD basis) on C5H4S in the gas phase at a distorted geometry.

Summary:
* multiplicity: 1
* LUMO level: 0.787 eV
* gap between HOMO and LUMO: 0.371 Eh
* ΔE to the lowest compared entry with this formula, charge and spin: 62.2 kcal per mole
* net charge: 0

```
10
Properties=species:S:1:pos:R:3:forces:R:3:mulliken_charge:R:1
C -1.306116 0.897380 0.081552 -0.4 1.6 1.0 -0.977
C 0.109490 0.730015 -0.026327 1.3 -1.0 1.0 0.429
C 1.265988 0.393191 -0.058325 -1.1 -0.2 0.0 0.432
C 2.514267 -0.162231 -0.021627 -3.6 1.8 -0.3 -0.594
C 3.636755 -0.464865 0.009275 7.0 -2.1 0.8 -0.330
H -2.124171 -0.998314 1.206900 -0.1 0.0 -0.6 0.138
H -1.469988 1.491788 -0.758956 -1.2 0.8 -2.0 0.314
H -1.608379 1.684758 0.855757 0.3 -1.7 -0.4 0.366
H 4.728986 -0.758378 0.178997 -2.5 0.6 -0.6 0.393
S -2.303047 -0.611300 -0.086874 0.2 0.3 1.0 -0.172
```
Positions in Å, forces in eV/Å.

***

No. 6
ORCA calculation (the ωB97M-V functional and the def2-TZVPD basis) on C5H4S in the gas phase at a distorted geometry.

Summary:
* multiplicity: 1
* LUMO level (alpha / beta): -0.716 / -1.079 eV
* gap between HOMO and LUMO (alpha / beta): 0.280 / 0.257 Eh
* ΔE to the lowest compared entry with this formula, charge and spin: 110.0 kcal per mole
* net charge: 0

```
10
Properties=species:S:1:pos:R:3:forces:R:3:mulliken_charge:R:1
C 0.868905 -1.460640 0.075149 1.2 0.8 0.3 -0.060
C 1.925543 -0.770242 0.431312 -0.3 -0.6 -0.5 -0.305
C -0.875941 0.213857 0.161537 0.1 -2.3 -0.6 -0.278
C -0.272806 -1.084928 -0.419952 -1.8 -0.4 -0.3 -0.292
C 0.227628 1.250174 0.103898 -0.6 -2.1 -0.8 -0.265
S 1.773488 0.839919 -0.236373 1.2 1.3 0.8 -0.025
H -1.728544 0.307556 -0.594091 0.7 0.9 1.6 0.243
H -1.149485 0.042426 1.241572 -0.4 0.5 -1.2 0.251
H -0.688192 -1.448320 -1.350931 -0.1 -0.3 0.1 0.303
H -0.080598 2.110194 0.587882 0.1 2.2 0.4 0.427
```
Positions in Å, forces in eV/Å.

***

No. 7
ORCA calculation (the ωB97M-V functional and the def2-TZVPD basis) on a molecular structure, C5H5AgFLiO4 at a distorted geometry.

Summary:
* multiplicity: 2
* LUMO level (alpha / beta): -3.885 / -4.100 eV
* gap between HOMO and LUMO (alpha / beta): 0.270 / 0.262 Eh
* ΔE to the lowest compared entry with this formula, charge and spin: 0.0 kcal per mole
* net charge: +1

```
17
Properties=species:S:1:pos:R:3:forces:R:3:mulliken_charge:R:1
H -1.919364 -1.174388 1.296012 0.5 0.8 -0.1 0.261
O -1.373168 -0.551066 -0.693055 1.1 -0.5 0.0 -0.387
O -2.858085 1.001122 -0.358197 -0.3 0.3 -0.3 -0.264
O -0.755437 1.561311 -1.004825 -1.2 -0.1 -1.1 -0.426
C -2.293735 -1.137880 0.261803 0.4 -2.5 -0.3 -0.129
C -3.415121 -0.177415 0.117244 -0.6 -0.5 0.0 -0.343
C -1.630261 0.759946 -0.797578 0.8 0.4 1.9 0.702
H -4.307648 -0.071939 0.725649 0.3 0.0 -0.2 0.392
C 3.632157 0.457114 0.711257 -1.0 -0.9 0.5 -0.374
C 2.758660 -0.403587 0.137088 1.5 1.0 1.4 0.261
O 1.914640 -0.046267 -0.808890 -1.1 -0.4 -0.2 -0.872
Li 0.505305 -0.796001 -1.593179 0.2 0.1 0.3 0.901
Ag 1.483631 2.180647 -0.765136 0.2 0.2 0.0 0.685
F 3.358230 1.814815 0.636594 0.7 0.2 -0.6 -0.240
H 4.425589 0.225728 1.416866 -0.4 0.1 -0.1 0.312
H -2.228017 -2.282890 0.035638 -1.4 2.1 -0.1 0.240
H 2.702623 -1.359252 0.682708 0.2 -0.2 -1.1 0.282
```
Positions in Å, forces in eV/Å.

***

No. 8
ORCA calculation (the ωB97M-V functional and the def2-TZVPD basis) on a molecular structure, C5H5AgO4 at a distorted geometry.

Summary:
* multiplicity: 1
* LUMO level: 5.956 eV
* gap between HOMO and LUMO: 0.217 Eh
* ΔE to the lowest compared entry with this formula, charge and spin: 0.0 kcal per mole
* net charge: -2

```
15
Properties=species:S:1:pos:R:3:forces:R:3:mulliken_charge:R:1
O -0.981655 -1.568170 -0.618088 0.4 -0.4 -0.1 -0.864
C -2.123976 -0.861104 -0.385188 0.3 0.0 0.2 -0.078
C -1.890858 0.478444 0.319621 1.1 0.6 -0.5 0.534
O -0.710593 0.814663 0.535084 -0.7 -0.1 0.4 -0.563
C 3.599240 0.043261 -0.414209 -0.6 -1.7 -1.8 -0.280
O 4.335350 -0.388461 -1.308044 -0.9 0.4 1.4 -0.435
O 4.206024 0.993812 0.393813 0.4 1.5 0.4 -0.289
Ag 1.077335 -0.857658 0.019461 0.2 0.7 -0.6 0.279
H -2.865331 -1.403300 0.250669 0.1 0.1 -0.1 0.174
H -2.696003 -0.614151 -1.312008 0.2 0.0 0.2 0.173
H 3.583655 1.737610 0.493263 0.0 -0.8 0.3 0.309
C -2.990003 1.390040 0.663360 -0.6 -0.1 0.2 -1.066
C -4.134441 1.621387 -0.041357 0.2 0.0 0.2 -0.206
H -2.771151 1.944910 1.592540 0.0 0.0 -0.3 0.186
H -4.132722 0.984449 -0.952494 0.0 0.0 0.1 0.125
```
Positions in Å, forces in eV/Å.

***

No. 9
ORCA calculation (the ωB97M-V functional and the def2-TZVPD basis) on a molecular structure, C5H5AlO3 at a distorted geometry.

Summary:
* multiplicity: 2
* LUMO level (alpha / beta): -6.208 / -6.689 eV
* gap between HOMO and LUMO (alpha / beta): 0.239 / 0.287 Eh
* net charge: +1

```
14
Properties=species:S:1:pos:R:3:forces:R:3:mulliken_charge:R:1
O 1.805482 -1.278426 0.192392 -1.4 0.3 1.8 -0.317
C 1.106212 -0.870712 -0.807382 0.8 1.1 -1.8 0.278
O 1.311871 0.440852 -1.228420 0.2 -0.6 0.7 -0.307
Al 1.112554 -0.803098 1.834675 1.4 -0.5 -0.4 0.343
H 1.047383 -1.573800 -1.660772 -0.5 0.0 0.5 0.410
O -1.280265 0.933021 2.808352 1.1 -1.3 -0.5 -0.410
C -0.641234 0.106302 1.901853 -2.7 2.2 -1.4 -0.007
C -1.035721 0.039571 0.648863 2.5 -1.4 -0.2 0.217
C -0.722421 -0.276470 -0.688554 -1.8 0.5 0.6 -0.228
C -0.049397 0.798082 -1.546275 0.1 0.0 -0.2 -0.359
H -0.785912 0.934355 3.630641 0.0 0.0 0.5 0.367
H -1.410357 -0.953513 -1.209192 0.3 0.0 0.3 0.405
H -0.238448 0.661125 -2.621775 0.0 0.1 0.4 0.284
H -0.219746 1.842710 -1.254405 0.0 -0.4 -0.1 0.325
```
Positions in Å, forces in eV/Å.